9 unconnected molecules or ions with the total composition C42H88N3O33S8, computed with wB97M-V/def2-TZVPD.

Structure (XYZ):
```
174
Properties=species:S:1:pos:R:3:lowdin_charge:R:1
S -3.3717 -8.8473 -0.3604 0.61
S -4.5200 6.0312 1.8304 0.59
S -4.2491 -4.7643 0.7907 0.57
S 7.5061 -0.9899 0.0344 0.58
S -3.5533 7.5465 6.0325 0.61
S 11.4890 -1.9954 4.6503 0.61
S -3.2022 2.1690 -10.9431 0.60
S 5.5317 2.2529 5.0482 0.59
O 10.9359 -2.9821 5.5017 -0.20
O -3.7128 6.0449 6.5688 -0.18
O -5.0642 -6.0155 1.3043 -0.22
O 12.9543 -2.4548 4.2215 -0.18
O 7.3849 -2.4600 0.6434 -0.20
O 9.0904 -0.8999 0.0140 -0.18
O -2.0194 3.2429 -10.8360 -0.18
O -3.8075 7.5789 4.6392 -0.23
O -5.1119 4.7503 1.0224 -0.23
O -3.7154 -8.7068 -1.7282 -0.20
O -2.8527 -5.0024 0.8914 -0.22
O -5.4583 7.1248 1.1544 -0.17
O -3.1815 6.2287 1.4041 -0.21
O -4.3181 2.6167 -10.1887 -0.22
O -2.4824 1.0023 -10.1119 -0.19
O -1.9743 7.6642 6.2621 -0.18
O -4.8231 -4.3070 -0.4267 -0.22
O -3.7036 -10.3291 0.1355 -0.18
O 6.3775 1.1153 5.0500 -0.21
O 4.5771 2.1582 3.7659 -0.20
O -4.8588 5.9164 3.1965 -0.21
O 6.9944 -0.0709 0.9914 -0.23
O -3.3312 1.7815 -12.2986 -0.21
O -4.6531 -3.7483 1.9716 -0.21
O 10.7792 -1.5516 3.4971 -0.23
O -1.7822 -8.9537 -0.2489 -0.18
O 4.7576 2.6173 6.1800 -0.22
O -4.2320 8.4093 6.9301 -0.21
O -3.8630 -7.9317 0.6096 -0.22
O 2.1486 2.8697 -6.7069 -0.17
O 6.3732 3.5258 4.5769 -0.19
O 7.0322 -0.9997 -1.3046 -0.23
O 11.9161 -0.7150 5.4922 -0.18
N -4.2416 1.2253 2.0008 0.00
N -3.5830 1.1077 -0.7491 0.13
N -5.7672 -0.0936 0.7255 0.01
C 1.8171 4.0369 -5.9917 -0.11
C -1.5234 6.6103 7.1222 -0.16
C -2.9594 1.4457 2.6695 -0.21
C -1.0948 2.8524 -9.8148 -0.17
C 9.6488 -1.9456 0.8430 -0.15
C -2.0663 -0.6284 0.2765 -0.11
C 3.2176 -1.9261 2.3869 -0.27
C 6.1692 3.7505 3.1734 -0.15
C -2.5040 -11.1125 0.2218 -0.15
C 1.1190 0.7823 -5.9127 -0.15
C -1.2892 -2.2157 -1.5636 -0.18
C -5.1919 1.4977 -2.6250 -0.13
C 4.4316 -1.9353 3.3266 -0.10
C 2.1100 -3.3021 -0.3420 -0.21
C -3.7814 0.5979 -4.5462 -0.18
C -2.3456 0.9672 -4.1383 -0.21
C -4.9749 1.5568 -1.1025 -0.22
C -3.5059 -0.1743 0.0163 -0.20
C -6.3612 5.1147 0.4111 -0.17
C -5.4535 -5.8214 2.6706 -0.14
C -5.6880 -4.3284 2.7820 -0.15
C -2.4292 5.4456 6.7767 -0.16
C -1.1136 1.3405 -9.8661 -0.17
C 0.9479 -3.4322 -1.3494 -0.19
C -4.4249 -0.0026 1.2361 -0.32
C 1.0788 1.9704 -6.8992 -0.24
C -6.1296 0.8359 -0.3452 -0.12
C -1.8799 -2.0958 -0.1550 -0.18
C 0.1082 0.9484 -4.7740 -0.21
C 13.3401 -0.6872 5.6818 -0.15
C -3.0170 2.7782 3.4411 -0.20
C 2.7034 -3.3526 2.1386 -0.22
C 13.8887 -1.3882 4.4558 -0.15
C 8.6755 -3.0932 0.6745 -0.15
C -4.6611 0.2276 -3.3288 -0.17
C -6.1889 6.5768 0.0531 -0.15
C -1.4222 -10.0993 0.5361 -0.16
C -1.3103 0.5360 -5.1867 -0.20
C 4.7376 3.3153 2.9362 -0.16
C -1.8597 3.7274 3.0830 -0.10
C 0.2440 -2.0721 -1.5551 -0.19
C 1.5700 -3.3491 1.1010 -0.22
H -5.5966 6.7032 -0.8553 0.14
H 4.0895 -2.3646 4.2698 0.08
H 8.8207 -3.6200 -0.2706 0.13
H -5.4736 -0.4220 -3.6491 0.12
H -6.4612 -0.1329 1.4566 0.13
H 13.6785 0.3412 5.7676 0.14
H -6.5453 4.4887 -0.4593 0.12
H -2.8419 -2.6087 -0.1689 0.07
H 1.3097 -3.8241 -2.2999 0.11
H 2.4217 -1.3891 2.9127 0.11
H 8.7180 -3.8009 1.4979 0.14
H 0.5629 -1.3789 -0.7716 0.10
H -4.5436 2.0562 1.5039 0.09
H -2.2239 2.0460 -3.9962 0.12
H -2.7122 0.6179 3.3343 0.13
H -2.1628 1.5764 1.9216 0.09
H -2.4927 4.7096 7.5737 0.14
H -1.4304 -9.8141 1.5899 0.13
H -4.7442 2.3957 -3.0595 0.12
H -0.4741 6.4034 6.9321 0.14
H 13.5772 -1.2289 6.5985 0.14
H 0.9340 -4.2338 1.1822 0.11
H -1.7376 -1.4682 -2.2312 0.08
H -2.1887 4.7647 3.0771 0.04
H -1.3133 -0.5571 -5.2349 0.12
H -3.1525 1.8241 -0.1571 0.17
H -7.1593 4.9705 1.1418 0.14
H -6.3425 -6.4068 2.8849 0.14
H -6.7332 0.2968 -1.0794 0.12
H 2.1301 0.7615 -5.5002 0.12
H -0.4287 -10.4382 0.2579 0.14
H 10.6513 -2.1877 0.5020 0.14
H -7.1351 7.0994 -0.0537 0.14
H 6.8737 3.1300 2.6165 0.13
H -4.2558 1.4595 -5.0219 0.12
H -3.9786 -0.9312 -0.6115 0.15
H 1.0597 1.5858 -7.9199 0.11
H 3.5223 -3.9747 1.7690 0.11
H 13.8906 -0.7320 3.5836 0.13
H -4.0156 -0.3632 -2.6721 0.09
H -2.0685 0.4275 -3.2216 0.08
H 0.4128 0.4145 -3.8688 0.10
H -0.5076 0.9628 -10.6920 0.14
H 0.2448 -4.1496 -0.9146 0.10
H 4.0269 4.0778 3.2624 0.13
H -4.2311 -0.8454 1.9054 0.16
H -1.4626 3.2227 -8.8545 0.13
H -1.0280 3.6534 3.7879 0.07
H 3.4722 -1.4462 1.4394 0.10
H 0.0911 2.0104 -4.4957 0.10
H -6.2639 1.5628 -2.8146 0.12
H -3.7642 -0.2426 -5.2401 0.12
H -2.9817 1.0427 -1.5766 0.14
H -1.2601 -2.6367 0.5605 0.11
H -1.4453 3.5246 2.0914 0.07
H -0.1120 3.2696 -10.0150 0.14
H -3.0093 2.5990 4.5161 0.11
H 9.6908 -1.6029 1.8773 0.09
H 2.5950 -2.3326 -0.4829 0.10
H 0.9597 -0.1596 -6.4444 0.11
H 0.9942 -2.4271 1.2456 0.10
H -6.7826 1.6292 0.0383 0.12
H -2.6139 -11.8677 0.9948 0.14
H -2.3361 -11.5963 -0.7416 0.14
H -1.6522 6.9272 8.1588 0.14
H 4.5444 3.0525 1.8997 0.13
H -3.9437 3.2986 3.1920 0.08
H -2.1191 4.9583 5.8493 0.11
H 0.1462 2.5144 -6.6872 0.10
H -6.6553 -4.0437 2.3635 0.13
H -5.0170 2.6164 -0.8455 0.12
H -1.7710 -0.5188 1.3168 0.11
H 2.8172 -4.1189 -0.4994 0.11
H 2.3147 -3.7221 3.0907 0.11
H 0.9168 4.5223 -6.3862 0.09
H 5.2461 -2.5293 2.9078 0.07
H 1.6909 3.8323 -4.9216 0.08
H 2.6411 4.7426 -6.0912 0.09
H -1.3978 -0.0230 -0.3512 0.12
H 0.5579 -1.6917 -2.5310 0.10
H 4.8136 -0.9241 3.4694 0.06
H 6.3391 4.7977 2.9409 0.14
H -1.5594 0.9789 -6.1548 0.11
H -4.6337 -6.1522 3.3113 0.14
H -0.7853 0.8820 -8.9376 0.11
H 14.8831 -1.7972 4.6071 0.14
H -5.6081 -3.9608 3.8015 0.14
H -1.5321 -3.1989 -1.9720 0.12
```

Computed properties:
Total charge ... +1
Strongest force on any atom ... 1.19 eV Å⁻¹
Orbital gap ... 9.3672 eV